Record 1
A molecular structure, C27H21ClN2OPS4Tl. Source: the OMol25 dataset; level of theory: wB97M-V/def2-TZVPD.

Geometry as ORCA input:
```
! wB97M-V def2-TZVPD RIJCOSX def2/J DEFGRID3
* xyz 0 1
Tl 0.35350 -0.74054 0.89103
O 3.51708 -5.34703 4.79739
C 2.90278 -4.61365 4.06928
S 3.48327 -4.09022 2.48149
C 2.07250 -3.14138 2.04276
C 1.07142 -3.08490 2.93551
S -0.45503 -2.21420 2.83919
S 1.30029 -3.96420 4.43770
S 2.18483 -2.36682 0.46093
N -0.99945 -0.69001 -2.66150
P 0.07724 0.40956 -1.91759
C 0.82426 1.16888 -3.38930
C 2.12338 0.79594 -3.72948
C 2.72691 1.31942 -4.86507
C 2.03426 2.21754 -5.66315
C 0.73877 2.59553 -5.33026
C 0.13462 2.07588 -4.19605
C -1.02964 1.74116 -1.33105
C -2.37144 1.50703 -1.05365
C -3.15575 2.50974 -0.49147
C -2.60465 3.75009 -0.21011
C -1.26358 3.99152 -0.48813
C -0.47986 2.99014 -1.03682
C -1.44273 -1.86304 -2.07570
C -2.09056 -2.81588 -2.87189
C -2.54423 -3.97094 -2.28399
C -2.34376 -4.16508 -0.92100
C -1.69590 -3.18047 -0.21366
N -1.25846 -2.03270 -0.76656
H -1.12734 -0.62545 -3.65901
H 2.66396 0.09802 -3.10007
H 3.73733 1.02927 -5.12186
H 2.50603 2.63106 -6.54531
H 0.20210 3.30051 -5.95206
H -0.86898 2.38433 -3.92803
H -2.80929 0.54063 -1.27261
H -4.19913 2.31771 -0.27602
H -3.21682 4.53031 0.22312
H -0.82823 4.95836 -0.26934
H 0.56816 3.18416 -1.24255
H -2.21677 -2.63243 -3.93129
H -3.04599 -4.72110 -2.88216
H -2.67362 -5.06172 -0.41681
H -1.49811 -3.28523 0.84610
Cl 0.84093 0.13320 7.64259
C 0.81248 0.49800 5.94106
C 1.96617 0.34491 5.19245
C 1.93386 0.63355 3.83663
C 0.75914 1.05715 3.22061
C 0.70714 1.25961 1.75297
C -0.38465 1.20311 4.00071
C -0.36514 0.93542 5.35745
H 2.87529 -0.00127 5.66528
H 2.83143 0.49653 3.24317
H 1.66592 1.50880 1.30320
H -0.07577 1.93272 1.42037
H -1.31270 1.51540 3.53341
H -1.25746 1.04303 5.95914
*
```

Output
energy = -103214.244 eV
HOMO energy = -0.2549 Eh
maximum force = 0.72 eV/A
energy above the lowest of the compared OMol25 structures with the same formula, charge and spin = 13.6 kJ/mol
frontier orbital gap = 6.59 eV
molecular weight = 788.56 g/mol

Formally, the Löwdin partial charges of the atoms, in units of the elementary charge, are as follows: 0.563 -0.064 -1.025 0.951 -1.147 -1.128 0.544 0.957 0.479 -0.116 1.010 -0.367 -0.091 -0.076 -0.077 -0.074 -0.088 -0.397 -0.085 -0.072 -0.079 -0.077 -0.120 -0.381 -0.016 -0.059 -0.055 -0.138 0.042 0.109 0.104 0.107 0.106 0.106 0.110 0.099 0.106 0.105 0.108 0.116 0.113 0.113 0.109 0.030 0.657 -0.663 -0.092 -0.042 -0.376 -0.228 -0.062 -0.101 0.110 0.124 0.058 0.034 0.120 0.107

Record 2
A molecular structure, C27H21ErF3IN8PS3 at a distorted geometry. Source: the OMol25 dataset; level of theory: wB97M-V/def2-TZVPD.

Geometry as ORCA input:
```
! wB97M-V def2-TZVPD RIJCOSX def2/J DEFGRID3
* xyz -1 4
Er 0.03454 0.84238 1.29807
N 4.40731 1.56985 2.65002
C 3.35729 1.04134 1.97902
S 2.65962 1.97734 0.73860
N 3.06112 -0.21577 2.25384
N 1.93735 -0.70988 1.71995
C 1.84358 -1.99334 1.58216
C 0.65742 -2.57299 1.01356
C 0.65197 -3.91070 0.59656
C -0.46050 -4.41191 -0.04405
C -1.54629 -3.57164 -0.25272
C -1.46837 -2.26897 0.21194
N -0.40930 -1.76943 0.83361
H 4.67126 2.52198 2.47140
H 4.82105 1.05471 3.40668
H 2.67878 -2.64857 1.82348
H 1.53858 -4.51026 0.74102
H -0.48367 -5.43572 -0.38749
H -2.42788 -3.91507 -0.77127
H -2.29959 -1.59073 0.06078
I 1.55984 0.38258 7.53707
C 0.28916 -0.27987 5.99316
C -0.97236 -0.76455 6.28670
C -1.73934 -1.24425 5.23911
C -1.21968 -1.18557 3.95664
N -0.02538 -0.67654 3.67982
C 0.73049 -0.25205 4.68297
H -1.34859 -0.76669 7.29790
H -2.72097 -1.65147 5.41706
H -1.78143 -1.55215 3.11058
H 1.71347 0.12359 4.42565
S 1.11040 -0.85994 -1.60788
P 0.14661 0.71585 -2.30015
S -0.86202 1.93752 -1.07654
C -1.01625 0.17571 -3.61053
C -0.48467 -0.32546 -4.79183
C -1.32951 -0.73067 -5.80662
C -2.70330 -0.65175 -5.63660
C -3.23187 -0.18550 -4.44420
C -2.38915 0.22950 -3.42738
C 1.30056 1.76568 -3.25025
C 0.81169 2.71705 -4.13568
C 1.69979 3.51391 -4.83299
C 3.06620 3.36756 -4.64116
C 3.54562 2.44943 -3.72190
C 2.66204 1.64468 -3.02648
H 0.59057 -0.38014 -4.90405
H -0.91836 -1.10169 -6.73515
H -3.36191 -0.95490 -6.43866
H -4.30278 -0.13437 -4.30861
H -2.78328 0.62653 -2.50043
H -0.25765 2.81831 -4.27049
H 1.32810 4.25247 -5.52974
H 3.75774 3.96163 -5.22307
H 4.60734 2.35482 -3.54554
H 3.00990 0.90583 -2.31683
F 0.36136 3.69667 3.86903
C 0.42427 2.57420 3.08837
F -0.79914 1.89290 3.47742
F -0.05085 3.08788 1.80962
N -2.20994 0.53980 1.51199
C -3.33827 0.34197 1.76697
N -4.56065 0.25612 1.99196
C -5.36468 -0.67392 2.34929
N -6.16733 -1.44336 2.66626
*
```

Output
expectation value of S² = 3.753
energy = -125935.701 eV
HOMO energy (alpha / beta) = -0.1879 / -0.1880 Eh
maximum force = 1.61 eV/A
frontier orbital gap (alpha / beta) = 7.02 / 7.03 eV
molecular weight = 935.85 g/mol

Formally, the Löwdin partial charges of the atoms, in units of the elementary charge, are as follows: 1.033 0.068 -0.920 0.568 -0.035 -0.141 -0.126 -0.337 -0.022 -0.063 -0.048 -0.154 -0.007 0.075 0.089 0.125 0.110 0.104 0.104 0.102 0.828 -0.686 -0.132 -0.037 -0.135 0.027 -0.216 0.095 0.109 0.092 0.085 0.326 0.058 0.267 -0.388 -0.099 -0.091 -0.102 -0.090 -0.107 -0.393 -0.096 -0.092 -0.100 -0.083 -0.122 0.109 0.098 0.095 0.099 0.068 0.110 0.096 0.094 0.100 0.051 0.009 -0.398 -0.139 -0.215 -0.003 -0.336 0.092 -0.440 0.064

Record 3
A molecular structure, C27H21FN at a distorted geometry. Source: the OMol25 dataset; level of theory: wB97M-V/def2-TZVPD.

Geometry as ORCA input:
```
! wB97M-V def2-TZVPD RIJCOSX def2/J DEFGRID3
* xyz 1 1
C -2.87832 -0.66788 4.41102
C -1.97605 -0.57998 3.32766
C -2.12688 0.43792 2.43639
C -3.17529 1.38316 2.56491
C -4.08555 1.29033 3.62625
C -3.93022 0.26144 4.56674
C -3.07389 2.30173 1.44991
C -1.96150 1.89676 0.67096
C -1.67983 2.51320 -0.53919
C -2.50645 3.58598 -0.94254
C -3.56682 4.03492 -0.14200
C -3.87833 3.38111 1.06275
N -1.35815 0.74207 1.25839
C -0.28946 -0.03500 0.79121
C 0.81864 0.34983 0.02009
H -2.77891 -1.46077 5.15124
H -1.17822 -1.30411 3.20132
H -4.90205 2.01692 3.73323
H -4.60953 0.17678 5.41697
H -0.86109 2.15871 -1.14319
H -2.30094 4.06211 -1.90436
H -4.15045 4.89865 -0.46617
H -4.71923 3.71003 1.68532
H -0.17426 -1.00643 1.31351
H 0.90410 -0.10038 -1.34164
H 0.88880 1.49616 0.01819
F 0.16455 -5.96589 -0.43492
C 0.75596 -4.72191 -0.56790
C 1.62790 -4.27318 0.40509
C 2.14805 -2.96116 0.29131
C 1.66166 -2.09317 -0.66656
C 1.91128 -0.53306 -0.62353
C 2.96758 -0.16234 -1.78985
C 4.19223 0.43847 -1.49950
C 4.88281 1.12497 -2.51797
C 4.43657 1.11423 -3.83619
C 3.33675 0.31330 -4.14561
C 2.63308 -0.36809 -3.13877
C 0.92889 -2.62476 -1.71144
C 0.45318 -3.95315 -1.67349
H 1.83407 -4.88071 1.27292
H 2.83711 -2.62302 1.06596
H 2.45171 -0.32487 0.32815
H 4.55434 0.48416 -0.48841
H 5.73098 1.75339 -2.25928
H 4.91030 1.71930 -4.60860
H 2.95421 0.29210 -5.16247
H 1.80404 -0.97086 -3.47288
H 0.60222 -2.02132 -2.55878
H -0.22957 -4.30569 -2.43426
*
```

Output
energy = -32536.200 eV
HOMO energy = -0.4105 Eh
maximum force = 6.40 eV/A
energy above the lowest of the compared OMol25 structures with the same formula, charge and spin = 349.5 kJ/mol
frontier orbital gap = 6.55 eV
molecular weight = 378.47 g/mol

Formally, the Löwdin partial charges of the atoms, in units of the elementary charge, are as follows: -0.050 -0.015 -0.144 -0.099 0.004 -0.057 -0.101 -0.132 -0.008 -0.059 -0.061 0.010 0.059 0.033 -0.067 0.109 0.106 0.123 0.112 0.087 0.111 0.113 0.124 0.141 0.270 0.166 0.050 -0.239 0.024 -0.011 -0.200 -0.216 -0.148 -0.023 -0.055 -0.064 -0.054 -0.038 -0.033 0.030 0.126 0.125 0.173 0.112 0.114 0.117 0.114 0.088 0.105 0.128

Record 4
A molecular structure, C27H21KN3O3PS at a distorted geometry. Source: the OMol25 dataset; level of theory: wB97M-V/def2-TZVPD.

Geometry as ORCA input:
```
! wB97M-V def2-TZVPD RIJCOSX def2/J DEFGRID3
* xyz -2 1
K -0.30176 0.24868 -0.41357
N -2.55746 -0.85061 3.85837
C -1.74847 -0.53142 2.75386
S -1.96722 -1.57946 1.43609
N -0.96389 0.47321 2.97650
N -0.16392 0.99239 1.99699
C 0.71936 1.80724 2.45053
C 1.63143 2.64002 1.71480
C 2.21523 3.69783 2.41483
C 3.06235 4.61993 1.83143
C 3.39252 4.46430 0.48783
C 2.87387 3.41763 -0.22484
C 1.96401 2.45958 0.32135
O 1.51487 1.52978 -0.40073
H -3.40764 -1.31139 3.56550
H -2.69321 -0.06834 4.48517
H 0.77583 1.92876 3.54724
H 1.97055 3.81517 3.46705
H 3.45439 5.46073 2.39502
H 4.06554 5.17325 0.00780
H 3.13371 3.28799 -1.26796
O -0.79348 -0.50058 -4.63397
C -0.42701 -1.11563 -3.63097
O -0.61278 -0.83486 -2.42805
C 0.33644 -2.43470 -3.85681
C 0.27796 -3.06322 -5.09316
C 0.86521 -4.29929 -5.28863
C 1.54393 -4.90669 -4.24267
C 1.63365 -4.26876 -3.02022
C 1.02145 -3.03737 -2.80934
P 1.13635 -2.20566 -1.17586
C 0.90710 -3.66594 -0.10200
C -0.06793 -4.62148 -0.37690
C -0.36608 -5.61092 0.54123
C 0.30884 -5.67039 1.74894
C 1.26695 -4.71281 2.04214
C 1.54954 -3.71161 1.13450
C 2.98400 -2.10600 -1.17179
C 3.50739 -0.85758 -1.50249
C 4.87508 -0.65153 -1.53368
C 5.74412 -1.68433 -1.22071
C 5.23322 -2.92259 -0.87045
C 3.86635 -3.13325 -0.84902
H -0.24966 -2.55962 -5.89207
H 0.78816 -4.79645 -6.24958
H 1.99822 -5.88170 -4.37958
H 2.16522 -4.74394 -2.20859
H -0.61127 -4.56435 -1.31050
H -1.14270 -6.33322 0.32334
H 0.08091 -6.45058 2.46511
H 1.78102 -4.73772 2.99499
H 2.26626 -2.93995 1.38525
H 2.82415 -0.04076 -1.69120
H 5.26845 0.32458 -1.78339
H 6.81556 -1.52555 -1.23895
H 5.90537 -3.72910 -0.60216
H 3.49069 -4.10214 -0.54903
*
```

Output
energy = -75404.037 eV
HOMO energy = -0.0424 Eh
maximum force = 1.88 eV/A
frontier orbital gap = 5.72 eV
molecular weight = 537.62 g/mol

Formally, the Löwdin partial charges of the atoms, in units of the elementary charge, are as follows: 0.670 -0.025 -0.999 0.432 -0.070 -0.088 -0.140 -0.159 -0.099 -0.170 -0.155 -0.050 -0.414 -0.253 0.023 0.050 0.102 0.091 0.069 0.082 0.094 -0.016 -0.673 -0.267 -0.120 -0.039 -0.107 -0.105 -0.102 -0.274 1.124 -0.381 -0.097 -0.100 -0.115 -0.097 -0.109 -0.329 -0.077 -0.087 -0.118 -0.108 -0.114 0.105 0.087 0.089 0.092 0.110 0.093 0.087 0.094 0.112 0.089 0.098 0.087 0.089 0.091